# 1
Molecular formula: C27H26ClF6IN4O2PTl
Method: DFT, the ωB97M-V functional and the def2-TZVPD basis

ORCA input file:
```
! wB97M-V def2-TZVPD RIJCOSX def2/J DEFGRID3
* xyz 1 2
H -0.074 -0.289 5.815
H 1.485 0.438 4.015
N 0.814 3.207 -0.073
H -0.664 3.561 1.727
H -3.038 0.903 1.325
C -1.554 -2.343 0.295
H -3.407 -1.108 -2.772
C 1.710 -4.697 -1.799
H -2.067 2.950 -1.462
H -2.907 1.239 -1.693
C -1.522 2.901 1.818
H 3.712 0.486 -0.175
C -0.144 3.610 -0.900
I 1.527 -7.649 -1.933
H 3.490 4.436 -1.692
C -3.260 0.732 -0.795
H -1.028 -2.635 1.201
H -2.466 0.415 5.668
H 1.897 -2.572 -1.731
H -3.851 2.275 0.565
N -1.744 2.290 0.500
N -1.999 -1.080 0.265
C 2.161 -4.657 0.999
C 1.445 4.622 -2.364
H -2.074 4.231 -0.260
F -0.556 -0.301 -4.087
F 0.458 -0.952 -2.138
C 2.163 -3.484 0.220
H -4.341 0.625 -0.913
N 0.068 1.522 2.990
H -0.671 4.621 -2.723
O 1.833 -1.777 1.840
H -1.375 -4.248 -0.670
H 1.688 5.154 -3.275
C 2.432 -2.162 0.876
H -2.557 -3.432 -2.728
C -3.017 1.564 0.458
C -2.675 -0.660 -0.799
F -0.578 1.084 -2.256
C -1.752 0.722 4.915
P 0.584 0.338 -3.168
C 2.450 4.218 -1.494
F 0.697 1.624 -4.096
F 1.745 -0.427 -3.960
F 1.694 0.975 -2.142
C -0.427 0.326 4.998
H 3.234 0.082 1.514
H -2.397 3.504 2.111
C -1.581 3.289 -0.551
C 1.969 -5.863 0.389
C 0.444 0.740 4.002
C -2.883 -1.489 -1.905
H 1.984 -6.783 0.958
C -1.742 -3.232 -0.740
C 2.084 3.513 -0.367
Cl 5.486 -0.401 1.092
C -2.148 1.533 3.864
Tl 0.428 0.430 0.339
C 1.752 -5.887 -1.020
H 2.334 -4.595 2.065
O 3.314 -1.484 0.146
C 3.792 -0.226 0.637
H 1.528 -4.740 -2.864
C -1.205 1.926 2.924
C 1.919 -3.503 -1.173
C 0.133 4.326 -2.061
H 2.830 3.174 0.345
C -2.409 -2.780 -1.877
H -3.173 1.872 3.780
*
```

Energy above the lowest of the compared OMol25 structures with the same formula, charge and spin in kcal per mole: 2.07
Gap between HOMO and LUMO (alpha / beta) in eV: 6.73 / 2.78
Electronic energy in eV: -89386.2308


# 2
Molecular formula: C13H30Cl22P2
Method: DFT, the ωB97M-V functional and the def2-TZVPD basis

ORCA input file:
```
! wB97M-V def2-TZVPD RIJCOSX def2/J DEFGRID3
* xyz 0 1
H -1.430 -4.337 2.417
C 0.927 -1.273 1.271
H 2.272 -5.074 0.963
H -1.607 -6.059 4.463
C -4.255 1.188 4.721
C -1.406 5.199 6.684
Cl 3.363 0.564 -3.233
H -0.435 6.481 -1.071
Cl -3.671 -0.281 3.935
H 1.045 3.940 -4.891
H 5.889 2.905 -9.507
H 6.402 1.489 -8.544
Cl -1.362 0.294 -5.002
H 2.334 2.284 -1.663
H -1.329 -1.569 5.500
H -1.161 -5.682 6.134
Cl 1.761 -2.345 0.132
H 0.017 -2.729 5.315
Cl 0.141 1.528 -1.409
Cl -1.208 6.806 1.118
H 1.484 -0.735 -3.756
H -1.137 -2.292 2.912
Cl -2.916 -7.201 1.679
H -1.628 0.851 -7.267
H 1.542 2.993 -0.227
Cl 4.087 1.536 -8.896
C 1.091 4.421 -5.860
H -0.114 -5.154 4.792
Cl 1.958 3.345 -6.967
Cl -0.654 5.462 5.105
H -0.942 -2.707 6.816
C -0.983 -2.575 5.731
P -2.173 -3.256 2.918
H -0.194 1.633 -6.539
Cl 1.945 -4.340 3.170
C 5.674 2.283 -8.647
H 0.881 -1.785 2.224
H -5.124 1.542 4.180
Cl 1.767 0.260 1.495
Cl -4.631 -8.975 0.085
C -1.149 -5.305 5.106
C -2.981 -8.441 0.419
H -2.252 4.537 6.552
C 2.490 -0.964 -3.425
H 0.128 8.026 -0.376
Cl 5.743 3.289 -7.200
Cl -1.984 6.701 7.415
Cl -2.004 8.205 -1.340
H -0.064 -1.069 0.882
Cl -2.167 2.860 -6.182
H -2.407 -9.295 0.755
H 2.533 -6.373 2.166
Cl 3.251 -2.023 -4.616
H -0.665 4.763 7.343
C 1.429 2.724 -1.270
C -0.711 7.350 -0.489
P -2.182 -3.796 5.069
H 2.481 -1.468 -2.466
Cl 1.902 5.981 -5.665
H 0.098 4.596 -6.253
C -1.236 1.370 -6.400
Cl 1.083 4.193 -2.196
H -4.501 0.953 5.749
Cl -3.038 2.475 4.717
H -2.567 -8.021 -0.489
Cl 0.269 -6.130 1.568
C 1.907 -5.540 1.870
*
```

SMILES: CP(C)#[PH2].ClCCl.ClCCl.ClCCl.ClCCl.ClCCl.ClCCl.ClCCl.ClCCl.ClCCl.ClCCl.ClCCl
Gap between HOMO and LUMO in eV: 8.86
Electronic energy in eV: -308038.3422


# 3
Molecular formula: CH3IO2P
Method: DFT, the ωB97M-V functional and the def2-TZVPD basis

ORCA input file:
```
! wB97M-V def2-TZVPD RIJCOSX def2/J DEFGRID3
* xyz -1 1
H -1.309 0.609 -0.078
P 1.281 1.221 0.518
H -1.925 -1.255 1.070
H -0.244 -0.424 -1.055
O 1.245 2.134 -0.630
O -1.434 -1.480 0.275
I 3.003 -0.558 -0.053
C -0.617 -0.247 -0.046
*
```

Energy above the lowest of the compared OMol25 structures with the same formula, charge and spin in kcal per mole: 82.00
Gap between HOMO and LUMO in eV: 6.53
Electronic energy in eV: -22570.9388


# 4
Molecular formula: C81H90Cl11N6O12
Method: DFT, the ωB97M-V functional and the def2-TZVPD basis

ORCA input file:
```
! wB97M-V def2-TZVPD RIJCOSX def2/J DEFGRID3
* xyz -1 1
H 5.510 32.578 -2.545
Cl 18.694 46.301 -10.414
H 6.180 35.244 1.532
C 18.525 48.098 -10.620
C 15.169 43.989 -3.050
H 20.249 36.752 -5.388
C 16.690 40.931 -0.529
O 15.300 34.617 7.725
C 7.778 34.931 2.972
H 14.638 29.904 6.375
O 17.340 48.411 0.727
C 19.084 38.807 1.652
C 29.198 39.719 -0.133
H 27.756 27.923 7.086
O 28.460 26.052 11.549
H 27.824 34.079 10.106
H 24.381 27.118 15.956
H 23.601 49.330 -2.370
H 13.817 42.669 -1.326
H 12.718 28.729 7.522
C 9.043 31.071 -2.201
H 18.023 36.064 3.217
H 18.454 48.377 -11.671
H 26.866 34.449 -5.946
C 8.343 30.899 -3.360
O 21.595 35.509 -3.800
H 29.370 40.791 -0.235
H 9.995 30.560 -2.189
H 18.977 35.048 12.588
H 14.189 26.312 8.555
H 17.182 33.290 11.801
N 16.724 27.676 5.802
C 25.977 48.534 -3.810
H 10.102 52.706 -3.861
C 26.447 26.979 15.180
H 9.945 38.149 -5.952
C 16.926 42.415 -2.434
H 15.354 29.394 7.818
C 26.249 33.533 -4.092
C 18.124 32.884 12.169
H 9.263 50.379 -4.541
H 20.515 48.979 -9.995
C 25.448 27.521 10.173
C 14.848 28.994 6.938
Cl 31.297 39.412 -1.782
C 27.137 26.743 14.017
C 23.814 34.878 -4.521
H 19.419 34.443 11.146
H 15.112 33.662 7.818
N 23.898 46.452 -1.601
C 27.046 27.818 7.893
H 30.237 34.050 9.011
C 27.556 27.290 9.088
H 19.160 50.004 -9.685
Cl 19.595 48.412 -7.997
H 28.646 32.541 10.284
H 18.512 41.240 -1.681
C 17.478 41.512 -1.528
C 25.820 49.302 -2.493
H 29.795 39.475 0.746
C 25.107 27.000 12.642
H 28.391 35.493 8.324
H 12.245 36.075 -5.851
H 16.320 37.159 2.182
H 27.420 32.718 9.103
H 29.004 38.868 -2.138
C 15.875 28.248 6.350
C 28.792 34.735 7.651
C 9.162 31.982 0.204
H 29.595 35.180 7.064
H 25.965 45.664 5.719
H 25.569 33.029 -2.226
N 26.373 42.375 5.988
C 8.949 50.855 -3.612
H 25.345 28.810 7.104
C 8.921 34.243 3.262
H 27.208 33.105 -3.838
C 11.316 36.522 -5.499
C 25.730 45.572 4.659
C 17.252 39.893 0.392
C 22.251 36.317 -5.917
C 24.848 35.035 -5.449
C 29.663 38.816 -1.271
C 23.249 36.467 -6.864
H 10.235 32.636 2.479
O 18.015 47.020 2.464
H 23.278 34.175 -2.565
H 14.100 43.830 -3.195
H 26.686 49.007 -1.900
C 25.271 33.566 -3.114
H 10.288 37.256 -7.375
O 16.054 48.177 2.737
C 25.046 27.083 15.105
H 10.224 41.231 5.679
C 7.406 33.671 0.942
C 28.260 33.249 9.551
H 20.077 38.780 2.076
H 15.454 43.805 -4.086
Cl 17.355 48.259 2.114
H 25.142 48.701 -4.489
H 6.525 31.316 -4.387
H 19.060 37.221 3.856
Cl 9.902 50.244 -2.220
H 29.830 37.803 -0.904
C 10.794 41.853 4.989
C 8.632 33.012 1.184
H 17.474 42.856 -3.253
H 23.656 37.019 -8.924
H 19.807 38.013 -7.485
C 10.740 37.583 -6.438
C 15.338 41.358 -0.379
Cl 11.831 37.099 -3.931
Cl 27.442 39.356 0.258
H 7.459 35.727 3.628
O 25.444 35.833 -7.609
C 26.500 26.695 12.736
H 19.643 36.328 2.434
H 25.192 43.795 3.551
C 27.323 26.503 11.494
C 26.066 34.314 -5.233
H 23.353 27.172 13.801
C 6.538 32.253 -2.480
C 14.843 42.339 -1.265
H 12.799 27.109 9.071
H 10.579 42.899 5.207
C 25.831 43.169 5.363
N 15.648 42.887 -2.231
Cl 17.813 32.372 13.808
C 25.150 44.177 4.571
H 28.600 27.012 9.090
C 16.890 37.968 1.749
H 29.809 32.844 7.953
H 17.463 48.282 -10.456
C 19.195 34.075 12.147
O 23.277 27.186 11.133
Cl 11.851 38.858 -6.716
O 18.106 49.311 2.696
C 22.513 35.562 -4.642
H 27.820 45.186 4.332
H 7.886 50.675 -3.452
N 26.794 33.969 6.186
H 8.656 52.839 -4.762
H 9.390 34.558 4.182
H 26.898 48.665 -4.379
N 18.203 37.897 2.067
C 7.068 34.687 1.793
C 24.430 27.104 13.839
C 25.720 28.215 7.924
C 18.771 36.789 2.898
H 19.249 40.638 0.559
H 27.052 45.368 2.862
C 13.793 27.320 8.676
H 13.385 27.492 6.536
C 9.053 52.410 -3.842
C 27.026 45.775 3.873
H 26.057 47.482 -3.533
C 20.757 37.524 -7.330
H 8.870 30.402 -4.161
C 7.108 31.557 -3.510
C 26.770 27.096 10.213
C 21.011 36.845 -6.148
C 19.460 48.957 -9.719
C 24.903 28.110 9.046
C 21.677 37.563 -8.324
H 27.331 46.820 3.917
C 18.601 39.827 0.858
C 13.632 28.157 7.363
H 10.622 35.682 -5.501
O 12.203 41.683 5.112
C 7.279 32.521 -1.339
H 15.311 39.040 0.794
Cl 8.259 53.245 -2.536
H 21.516 38.215 -9.169
H 24.497 49.581 -0.852
H 23.852 28.359 9.028
C 24.030 34.161 -3.340
C 24.625 35.849 -6.667
C 29.346 33.640 8.536
C 22.896 37.032 -8.156
C 16.379 38.952 0.925
Cl 20.816 33.576 12.765
C 9.338 33.228 2.370
C 6.576 33.457 -0.324
C 24.445 27.196 11.249
H 14.287 27.870 9.478
H 10.427 41.695 3.975
H 26.976 26.987 16.121
O 10.127 31.301 0.494
H 18.489 32.097 11.510
H 28.192 26.533 14.112
C 24.190 47.571 -1.679
O 5.509 34.068 -0.586
H 24.963 46.310 4.422
H 15.584 44.940 -2.716
C 27.695 34.332 6.833
H 14.712 40.988 0.418
H 25.890 50.376 -2.663
H 24.119 44.205 4.922
C 8.501 31.878 -1.158
C 24.473 49.026 -1.790
*
```

Gap between HOMO and LUMO in eV: 1.56
Electronic energy in eV: -256695.1199


# 5
Molecular formula: C6H16N2
Method: DFT, the ωB97M-V functional and the def2-TZVPD basis

ORCA input file:
```
! wB97M-V def2-TZVPD RIJCOSX def2/J DEFGRID3
* xyz 0 1
H 0.538 2.312 0.208
C -0.877 -0.645 -1.145
H 2.009 -0.983 2.053
H -1.156 -1.644 -0.803
C 0.056 1.650 -0.503
H 1.195 0.903 3.654
H -0.043 -1.893 -2.655
H 0.754 1.555 -1.344
H -0.926 0.351 0.857
H -1.762 -2.412 1.408
H 1.130 -0.698 -2.089
N 0.850 -0.408 0.528
H -0.209 -0.187 -3.151
C 1.355 0.929 2.582
H 2.312 1.162 2.129
C 1.045 -0.488 1.930
C -0.181 0.247 0.036
C 0.087 -0.857 -2.345
H 0.583 1.596 2.195
N -2.034 -0.049 -1.582
H -0.855 2.108 -0.885
H -2.796 -0.490 -1.063
H -1.121 -2.356 1.780
H 0.257 -0.985 2.503
*
```

Energy above the lowest of the compared OMol25 structures with the same formula, charge and spin in kcal per mole: 153.79
Gap between HOMO and LUMO in eV: 5.99
Electronic energy in eV: -9455.4052


# 6
Molecular formula: C3H10OS
Method: DFT, the ωB97M-V functional and the def2-TZVPD basis

ORCA input file:
```
! wB97M-V def2-TZVPD RIJCOSX def2/J DEFGRID3
* xyz 1 2
H 3.140 -0.320 1.284
C 2.760 -0.055 0.302
H -1.062 1.372 -0.288
H -1.975 -0.217 0.807
H -2.348 -1.971 1.159
H -0.917 -0.898 -1.344
H -1.595 -2.669 -0.904
S 1.036 0.457 0.338
H -1.367 2.643 -1.090
C -1.290 -1.657 -0.669
C -1.742 -1.260 0.611
H 2.903 -0.907 -0.366
H -0.538 -1.692 0.367
O -1.739 1.818 -0.803
H 3.398 0.741 -0.089
*
```

Energy above the lowest of the compared OMol25 structures with the same formula, charge and spin in kcal per mole: 68.36
Gap between HOMO and LUMO (alpha / beta) in eV: 7.46 / 6.82
Electronic energy in eV: -16144.3449


# 7
Molecular formula: C4H6O3Tl
Method: DFT, the ωB97M-V functional and the def2-TZVPD basis

ORCA input file:
```
! wB97M-V def2-TZVPD RIJCOSX def2/J DEFGRID3
* xyz 2 2
O 1.012 -0.082 0.245
O -1.277 -0.175 0.164
O -0.066 1.301 -1.044
H -1.802 2.401 -0.712
Tl -3.219 -1.161 0.517
C 1.153 -1.280 0.608
H 2.338 -2.021 0.302
H 1.700 -2.764 1.982
H -0.794 2.842 -2.144
C 1.985 -1.758 1.648
C -1.219 2.026 -1.560
C -0.284 0.352 -0.231
H 2.280 -1.027 2.408
H -1.806 1.345 -2.184
*
```

Energy above the lowest of the compared OMol25 structures with the same formula, charge and spin in kcal per mole: 14.15
Gap between HOMO and LUMO (alpha / beta) in eV: 10.83 / 8.65
Electronic energy in eV: -15059.0089


# 8
Molecular formula: C7H8
Method: DFT, the ωB97M-V functional and the def2-TZVPD basis

ORCA input file:
```
! wB97M-V def2-TZVPD RIJCOSX def2/J DEFGRID3
* xyz 0 1
H -1.085 0.607 2.730
H 0.729 0.357 2.735
H -0.870 1.938 0.645
C 0.484 -1.093 -1.168
H 0.348 -2.157 0.714
C -0.073 -0.060 0.898
H 0.864 -1.969 -1.673
H -0.540 2.053 -1.805
H 1.072 0.179 -2.703
C -0.247 -0.002 2.409
C -0.494 1.041 0.161
C 0.443 0.122 -1.823
C -0.226 1.212 -1.210
H -0.494 -0.988 2.810
C 0.148 -1.233 0.185
*
```

SMILES: Cc1ccccc1
Energy above the lowest of the compared OMol25 structures with the same formula, charge and spin in kcal per mole: 16.03
Gap between HOMO and LUMO in eV: 9.97
Electronic energy in eV: -7388.0520


# 9
Molecular formula: C2H11N2O2
Method: DFT, the ωB97M-V functional and the def2-TZVPD basis

ORCA input file:
```
! wB97M-V def2-TZVPD RIJCOSX def2/J DEFGRID3
* xyz 2 2
H 3.598 0.008 0.103
H 0.032 2.333 1.691
N 0.509 -0.797 -1.349
H 1.531 -0.727 -1.462
H -3.241 -1.547 0.365
O 2.981 -0.721 0.142
O -2.754 -1.027 -0.310
H -0.648 0.652 1.949
N 0.352 0.864 0.202
H -1.442 1.734 0.804
H -3.369 -1.048 -1.056
H -1.211 0.414 -1.109
H 1.280 0.491 0.491
H 0.015 -1.443 -1.970
C -0.187 0.173 -0.833
C -0.476 1.486 1.238
H 3.032 -0.845 1.102
*
```

Energy above the lowest of the compared OMol25 structures with the same formula, charge and spin in kcal per mole: 46.43
Gap between HOMO and LUMO (alpha / beta) in eV: 9.37 / 5.08
Electronic energy in eV: -9307.0497


# 10
Molecular formula: C8H10CsO10
Method: DFT, the ωB97M-V functional and the def2-TZVPD basis

ORCA input file:
```
! wB97M-V def2-TZVPD RIJCOSX def2/J DEFGRID3
* xyz -1 1
C 2.228 2.364 1.113
C 1.720 -1.928 -2.272
O -0.554 -2.469 -1.805
H -1.354 -4.382 -1.849
O -3.106 3.018 3.631
H 0.877 -3.867 -2.321
H -1.020 4.123 2.544
O -3.869 -3.801 -1.573
O 2.044 1.408 0.419
H 1.173 4.098 1.713
C 1.238 3.043 2.018
C -1.637 -3.350 -2.090
Cs -1.824 -0.199 0.534
C -2.334 2.441 2.858
H -0.527 3.053 3.866
C 0.557 -2.839 -2.548
H 3.513 -1.710 -2.814
O 0.004 2.414 1.965
O 2.790 -2.315 -3.015
H 4.032 2.536 0.596
H 1.657 3.036 3.036
H 0.355 -2.806 -3.629
C -0.910 3.071 2.837
O 1.755 -0.994 -1.527
C -2.942 -3.028 -1.305
O -2.898 -2.052 -0.519
O -2.518 1.449 2.114
O 3.426 2.999 1.185
H -1.878 -3.315 -3.160
*
```

Energy above the lowest of the compared OMol25 structures with the same formula, charge and spin in kcal per mole: 23.93
Gap between HOMO and LUMO in eV: 7.47
Electronic energy in eV: -29483.6012


Among the records above, which one has the highest electronic energy? C7H8


What is the electronic energy in the eighth record? -7388.0520 eV


Look up the electronic energy of the eighth one. -7388.0520 eV